Model w:
Below is one molecule with the formula CH4N2O3, with properties calculated with ωB97M-V/def2-TZVPD.

Atoms and positions in Å:
O -1.909 -0.391 -0.001
C -0.701 -0.185 0.008
N 0.240 -1.081 0.456
O 1.478 -1.080 -0.338
N -0.189 0.999 -0.546
O 0.818 1.504 0.345
H -0.173 -2.040 0.370
H 1.654 0.072 -0.332
H -0.944 1.613 -0.687
H 0.206 1.772 1.182

Calculated values
**HOMO**: -9.7 eV
**SMILES string**: O=C(NO)NO
**Net charge**: 0
**Gap between HOMO and LUMO**: 9.864 eV

Model x:
Below is a 2-piece molecular cluster, CH4N2O3 overall, with properties calculated with ωB97M-V/def2-TZVPD.

Atoms and positions in Å:
C 0.296 0.960 0.456
N 1.428 -0.827 -0.698
N -1.675 0.078 0.081
O -2.616 0.786 -0.030
O -1.494 -1.116 0.047
O 1.039 -0.179 0.544
H -0.043 1.414 1.442
H 0.327 1.702 -0.432
H 2.261 -1.504 -0.522
H 0.476 -1.314 -0.890

Calculated values
**HOMO (alpha / beta)**: -8.7 / -8.7 eV
**Net charge**: 0
**Gap between HOMO and LUMO (alpha / beta)**: 8.945 / 8.946 eV

Model y:
Below is a 2-piece molecular cluster, CH4N2O3 overall, with properties calculated with ωB97M-V/def2-TZVPD.

Atoms and positions in Å:
N 0.831 0.950 -0.659
C 0.883 -0.374 -0.544
O 0.665 -1.271 -1.316
O 1.127 -0.699 0.770
H 0.718 1.453 0.200
H 0.763 1.391 -1.558
H 1.128 -1.619 0.846
N -2.158 -0.317 0.918
O -2.765 0.549 0.323
H -1.193 -0.064 1.019

Calculated values
**HOMO**: -9.6 eV
**SMILES string**: NC(=O)O.N=O
**Net charge**: 0
**Gap between HOMO and LUMO**: 9.277 eV

Quick one: most stable of them? model y

Model w:
Below is a 3-piece molecular cluster, C4H15NO2 overall, with properties calculated with ωB97M-V/def2-TZVPD.

Atoms and positions in Å:
C -0.416 1.774 1.351
C 0.660 0.713 1.762
N 0.969 -0.297 0.781
C -0.174 -1.000 0.232
C 0.273 -2.414 -0.209
H -0.802 1.562 0.351
H -0.040 2.795 1.259
H -1.260 1.768 2.042
H 1.586 1.235 1.997
H 0.225 0.251 2.650
H 1.572 0.045 0.047
H -0.929 -1.028 1.018
H -0.558 -0.548 -0.682
H 1.344 -2.316 -0.384
H 0.227 -3.129 0.618
H -0.285 -2.786 -1.063
H 1.194 0.911 -2.764
H 2.489 0.461 -2.166
O 1.526 0.435 -1.974
H -1.793 0.236 -1.670
H -3.165 0.776 -1.211
O -2.643 0.555 -1.987

Calculated values
**HOMO (alpha / beta)**: 0.8 / -5.2 eV
**<S²>**: 0.751
**2S+1**: 2
**Net charge**: -1
**Gap between HOMO and LUMO (alpha / beta)**: 2.868 / 8.635 eV

Model x:
Below is a 3-piece molecular cluster, C4H15NO2 overall, with properties calculated with ωB97M-V/def2-TZVPD.

Atoms and positions in Å:
C 1.021 1.705 0.108
C 0.840 0.402 -0.662
N -0.537 0.007 -0.892
C -1.052 0.417 -2.173
C -0.780 -1.394 -0.641
H 0.883 2.537 -0.599
H 0.327 1.913 0.916
H 2.060 1.812 0.422
H 1.447 -0.396 -0.228
H 1.329 0.587 -1.633
H -0.806 -0.320 -2.965
H -0.586 1.347 -2.499
H -2.139 0.510 -2.148
H -0.305 -2.022 -1.419
H -0.363 -1.679 0.326
H -1.830 -1.594 -0.619
H 3.522 -1.610 2.276
H 5.020 -1.693 2.573
O 4.366 -1.173 2.100
H -4.715 0.220 1.873
H -3.963 0.627 0.589
O -3.826 0.332 1.507

Calculated values
**HOMO (alpha / beta)**: 1.2 / -5.1 eV
**<S²>**: 0.750
**2S+1**: 2
**Net charge**: -1
**Gap between HOMO and LUMO (alpha / beta)**: 1.832 / 8.256 eV

Quick one: most stable of them? model w

Model w:
Below is a 2-piece molecular cluster, C3H6IN2 overall, with properties calculated with ωB97M-V/def2-TZVPD.

Atoms and positions in Å:
C -0.957 1.299 0.084
C 1.504 -2.228 -0.155
C -1.995 2.079 0.645
N -0.132 0.633 -0.353
N 1.644 -1.123 -0.759
I 2.765 -3.860 -0.345
H 0.655 -2.363 0.506
H -1.572 2.936 1.170
H -2.667 2.432 -0.137
H -2.560 1.470 1.353
H 0.884 -0.301 -0.623
H 2.431 -0.975 -1.386

Calculated values
**HOMO**: -14.3 eV
**Net charge**: +1
**Gap between HOMO and LUMO**: 10.096 eV

Model x:
Below is an isolated ion of composition C3H6IN2 and charge +1, with properties calculated with ωB97M-V/def2-TZVPD.

Atoms and positions in Å:
I 1.025 -0.254 -2.578
C -0.449 0.110 -0.947
C -0.372 -1.040 0.112
N 0.114 -0.325 1.297
C 0.546 0.864 0.940
N 0.158 1.224 -0.280
H -1.440 0.154 -1.563
H -1.427 -1.428 0.347
H 0.270 -1.771 -0.118
H 0.329 -0.964 2.050
H 1.032 1.431 1.654
H 0.215 2.000 -0.914

Calculated values
**HOMO**: -13.6 eV
**SMILES string**: I[C@H]1CNC=[NH+]1
**Net charge**: +1
**Gap between HOMO and LUMO**: 9.149 eV

Quick one: most stable of them? model w

Model w:
Below is C30H29CuN7S as an isolated structure, with properties calculated with ωB97M-V/def2-TZVPD.

Atoms and positions in Å:
Cu -0.032 0.219 1.021
C 2.141 0.539 3.616
C 2.632 1.282 2.409
C 3.750 2.113 2.486
C 4.195 2.757 1.351
C 3.530 2.554 0.152
C 2.431 1.712 0.143
N 1.987 1.104 1.254
C 1.668 1.401 -1.101
C 2.105 1.706 -2.385
C 1.315 1.323 -3.457
C 0.137 0.627 -3.239
C -0.236 0.359 -1.928
N 0.513 0.769 -0.908
C -1.443 -0.428 -1.542
C -2.446 -0.745 -2.443
C -3.516 -1.505 -1.996
C -3.530 -1.945 -0.689
C -2.473 -1.615 0.159
C -2.410 -2.148 1.560
N -1.469 -0.843 -0.267
H 1.998 1.218 4.459
H 2.868 -0.219 3.916
H 1.205 0.039 3.386
H 4.262 2.241 3.432
H 5.058 3.411 1.394
H 3.859 3.054 -0.749
H 3.036 2.227 -2.558
H 1.627 1.557 -4.468
H -0.462 0.298 -4.077
H -2.407 -0.398 -3.467
H -4.324 -1.760 -2.671
H -4.351 -2.544 -0.312
H -3.256 -1.793 2.154
H -1.474 -1.848 2.024
H -2.436 -3.239 1.541
N -2.442 1.879 4.039
C -1.758 0.853 3.474
N -1.125 1.208 2.388
C -1.408 2.563 2.215
C -0.983 3.453 1.230
C -1.408 4.761 1.326
C -2.247 5.186 2.371
C -2.680 4.315 3.349
C -2.238 2.999 3.252
H -2.991 1.829 4.877
H -1.736 -0.135 3.908
H -0.345 3.113 0.422
H -1.096 5.483 0.582
H -2.557 6.222 2.407
H -3.337 4.640 4.147
C 2.701 -2.667 -3.739
C 1.674 -3.033 -2.720
C 0.572 -3.792 -2.967
C -0.256 -4.132 -1.871
N -0.031 -3.698 -0.646
C 1.035 -2.905 -0.392
S 1.391 -2.244 1.097
N 1.870 -2.605 -1.454
C -1.428 -5.042 -2.062
H 2.443 -3.086 -4.708
H 3.678 -3.053 -3.441
H 2.784 -1.582 -3.832
H 0.362 -4.154 -3.963
H 2.681 -2.048 -1.222
H -1.505 -5.396 -3.088
H -2.344 -4.518 -1.789
H -1.331 -5.893 -1.388

Calculated values
**HOMO**: -9.6 eV
**Net charge**: +1
**Gap between HOMO and LUMO**: 7.098 eV

Model x:
Below is C30H29CuN7S as an isolated structure, with properties calculated with ωB97M-V/def2-TZVPD.

Atoms and positions in Å:
Cu 0.401 -0.299 -1.151
C -0.391 3.401 -2.048
C 0.576 3.253 -0.912
C 0.739 4.267 0.030
C 1.626 4.085 1.074
C 2.344 2.902 1.145
C 2.134 1.947 0.161
N 1.261 2.111 -0.839
C 2.893 0.665 0.159
C 4.202 0.600 0.617
C 4.872 -0.609 0.551
C 4.218 -1.715 0.039
C 2.904 -1.578 -0.389
N 2.264 -0.408 -0.329
C 2.133 -2.717 -0.948
C 2.466 -4.032 -0.665
C 1.685 -5.039 -1.206
C 0.609 -4.700 -2.002
C 0.330 -3.356 -2.237
C -0.843 -2.940 -3.068
N 1.089 -2.388 -1.716
H -0.602 4.450 -2.250
H -1.334 2.904 -1.813
H 0.010 2.938 -2.947
H 0.177 5.186 -0.065
H 1.761 4.856 1.821
H 3.039 2.719 1.953
H 4.695 1.490 0.980
H 5.902 -0.683 0.875
H 4.730 -2.661 -0.054
H 3.296 -4.268 -0.016
H 1.912 -6.077 -1.001
H -0.024 -5.461 -2.438
H -1.265 -3.786 -3.607
H -0.552 -2.172 -3.783
H -1.617 -2.513 -2.427
N -3.632 0.522 -1.183
C -2.450 0.171 -0.622
N -1.487 0.099 -1.507
C -2.064 0.423 -2.730
C -1.495 0.514 -3.999
C -2.322 0.869 -5.044
C -3.688 1.129 -4.841
C -4.263 1.047 -3.590
C -3.421 0.692 -2.541
H -4.504 0.618 -0.693
H -2.313 -0.010 0.436
H -0.439 0.321 -4.145
H -1.915 0.952 -6.042
H -4.302 1.401 -5.689
H -5.315 1.250 -3.437
C 0.170 -1.320 6.290
C -0.357 -0.703 5.039
C -0.961 0.511 4.953
C -1.431 0.928 3.683
N -1.287 0.210 2.593
C -0.644 -0.988 2.654
S -0.332 -1.932 1.323
N -0.225 -1.418 3.895
C -2.130 2.244 3.553
H 0.015 -0.658 7.137
H 1.238 -1.521 6.194
H -0.333 -2.267 6.490
H -1.093 1.126 5.830
H 0.230 -2.321 3.910
H -2.992 2.288 4.219
H -2.445 2.398 2.525
H -1.456 3.051 3.848

Calculated values
**HOMO**: -9.8 eV
**Net charge**: +1
**Gap between HOMO and LUMO**: 7.538 eV

Quick one: most stable of them? model x